C29H53N2O2P2Zn as an isolated structure in a non-equilibrium geometry. Source: OMol25; level of theory: ωB97M-V with the def2-TZVPD basis set.

total charge = +1
highest occupied orbital energy = -9.4 eV
electronic energy = -104997.0508 eV

Each line ends with the Löwdin charge.
CARTESIAN COORDINATES (ANGSTROEM)
C 2.33 -1.23 -0.64  -0.32
C 1.24 0.62 -1.65  -0.28
C 3.17 -1.37 -1.75  -0.01
C 2.06 0.51 -2.80  0.00
C 3.04 -0.48 -2.83  -0.02
H 3.91 -2.18 -1.77  0.12
H 1.91 1.20 -3.63  0.12
H 3.69 -0.58 -3.71  0.12
N 1.41 -0.22 -0.59  0.04
P 0.59 -2.36 1.23  1.14
P -0.05 2.25 0.22  1.19
C 2.33 -2.21 0.51  -0.23
H 2.79 -3.16 0.21  0.10
H 2.93 -1.79 1.35  0.08
C 0.07 1.55 -1.55  -0.28
H 0.09 2.31 -2.35  0.09
C -1.68 3.28 0.27  -0.62
C 1.45 3.43 0.39  -0.64
C -0.33 -3.56 0.07  -0.64
C 0.87 -3.22 2.92  -0.66
C -2.76 2.45 1.00  -0.10
H -2.65 2.54 2.09  0.07
H -3.75 2.87 0.72  0.10
H -2.74 1.39 0.74  0.05
C -1.49 4.57 1.09  -0.09
H -1.22 4.35 2.14  0.08
H -0.75 5.26 0.66  0.07
H -2.46 5.10 1.11  0.10
C -2.16 3.63 -1.15  -0.07
H -2.81 4.53 -1.10  0.10
H -1.33 3.85 -1.84  0.06
H -2.76 2.82 -1.58  0.06
C 1.46 4.05 1.81  -0.10
H 0.85 3.46 2.51  0.06
H 2.50 4.05 2.18  0.09
H 1.11 5.09 1.83  0.08
C 2.75 2.61 0.25  -0.10
H 2.67 1.62 0.73  0.03
H 3.04 2.47 -0.80  0.08
H 3.56 3.16 0.75  0.10
C 1.46 4.53 -0.69  -0.07
H 0.66 4.41 -1.43  0.06
H 1.31 5.51 -0.20  0.08
H 2.43 4.57 -1.21  0.09
C -0.50 -3.40 3.61  -0.08
H -0.35 -3.94 4.56  0.10
H -0.96 -2.42 3.84  0.07
H -1.21 -3.98 3.00  0.08
C 1.72 -2.30 3.82  -0.11
H 2.64 -1.95 3.32  0.07
H 1.16 -1.41 4.14  0.06
H 2.02 -2.87 4.72  0.10
C 1.61 -4.56 2.79  -0.09
H 2.34 -4.54 1.96  0.07
H 2.18 -4.74 3.72  0.09
H 0.94 -5.42 2.64  0.07
C 0.07 -3.17 -1.37  -0.10
H 1.10 -3.50 -1.61  0.09
H -0.62 -3.67 -2.08  0.10
H -0.01 -2.09 -1.52  0.05
C -1.84 -3.26 0.24  -0.09
H -2.22 -2.72 -0.64  0.06
H -2.39 -4.23 0.33  0.09
H -2.05 -2.67 1.15  0.06
C -0.04 -5.06 0.25  -0.09
H 1.04 -5.27 0.24  0.08
H -0.47 -5.47 1.18  0.07
H -0.49 -5.61 -0.59  0.10
Zn 0.04 -0.01 1.10  0.17
C 1.44 0.41 2.35  -0.03
O 2.22 0.77 3.16  0.16
N -1.36 -0.18 -0.57  0.06
C -1.17 0.55 -1.60  -0.41
C -2.01 0.42 -2.90  -0.53
C -1.63 1.45 -3.99  -0.06
C -1.77 -1.00 -3.47  -0.06
C -3.50 0.56 -2.55  -0.05
H -1.77 2.49 -3.66  0.07
H -0.59 1.32 -4.32  0.08
H -2.28 1.30 -4.88  0.09
H -2.12 -1.75 -2.75  0.06
H -2.33 -1.12 -4.42  0.10
H -0.70 -1.17 -3.67  0.08
H -4.00 1.25 -3.25  0.09
H -3.99 -0.43 -2.62  0.09
H -3.64 0.94 -1.52  0.06
O -1.22 0.15 2.42  -0.11
H -1.11 1.06 2.78  0.09
H -0.93 -0.42 3.17  0.08